Entry from the OMol25 dataset: H2 in the gas phase (the ωB97M-V functional and the def2-TZVPD basis).

The geometry in XYZ format:
```
2
H2 | the OMol25 dataset | the ωB97M-V functional and the def2-TZVPD basis
H -0.16503 0.28772 0.17177
H 0.16503 -0.28772 -0.17177
```

The largest force on an atom comes out at 0.2 eV/A. The value obtained for the molar mass is 2.016 g mol⁻¹. Its SMILES is [H][H]. The lowest unoccupied orbital energy comes out at 2.58 eV.